one.
C23H20N2O2S in the gas phase. Source: the Open Molecules 2025 dataset; level of theory: ωB97M-V/def2-TZVPD.

E_LUMO ... 0.108 eV
Orbital gap ... 8.53 eV

The geometry in ORCA input format:
```
! RIJCOSX wB97M-V def2-TZVPD def2/J DEFGRID3
* xyz 0 1
S 2.01 2.93 -0.31
O 2.49 3.78 -1.35
O 2.12 3.37 1.05
N -2.94 -0.88 -1.24
N 0.41 2.64 -0.73
C -1.89 2.22 -0.17
C -2.99 -2.99 -0.14
C 5.68 -2.13 1.21
C 3.59 0.86 0.52
C -4.62 0.81 -0.96
C 2.50 0.57 -1.62
C -0.15 1.26 1.17
C -4.22 -2.68 0.43
C 5.42 -2.89 0.06
C 3.95 -1.17 -0.78
C -1.11 0.66 1.96
C 4.58 -2.43 -0.91
C -4.31 1.72 0.25
C 2.76 1.32 -0.47
C 3.08 -0.66 -1.77
C 5.09 -0.90 1.37
C -4.10 -0.57 -0.69
C -2.86 1.61 0.61
C -2.40 -2.06 -0.97
C 4.21 -0.39 0.39
C -2.45 0.82 1.69
C -4.79 -1.45 0.15
C -0.54 2.06 0.10
H 4.38 -3.01 -1.80
H 0.90 1.14 1.39
H -5.69 0.80 -1.14
H -4.11 1.20 -1.84
H 5.28 -0.31 2.25
H -5.74 -1.17 0.57
H -1.45 -2.25 -1.44
H -0.80 0.05 2.80
H -2.19 2.84 -1.01
H 0.07 3.25 -1.45
H 3.76 1.48 1.39
H 5.90 -3.85 -0.05
H -4.73 -3.38 1.07
H 1.84 0.98 -2.36
H -4.93 1.42 1.10
H -3.19 0.33 2.30
H -2.51 -3.94 0.06
H -4.56 2.75 -0.01
H 6.35 -2.51 1.96
H 2.89 -1.25 -2.65
*
```

Atomic partial charges in e from the Löwdin method, atoms 1 to 8: S 0.66; O -0.28; O -0.27; N 0.12; N -0.06; C 0.02; C -0.07; C -0.08

two.
C23H20N2O2S in the gas phase. Source: the Open Molecules 2025 dataset; level of theory: ωB97M-V/def2-TZVPD.

E_LUMO ... 0.225 eV
Orbital gap ... 8.53 eV

The geometry in ORCA input format:
```
! RIJCOSX wB97M-V def2-TZVPD def2/J DEFGRID3
* xyz 0 1
S 2.06 -3.52 0.92
O -0.46 2.08 -0.26
O 1.49 -0.38 1.10
N -0.76 -0.37 0.84
N -1.76 -3.81 0.38
C 1.10 -2.96 2.29
C -0.03 -2.24 -2.90
C 0.64 -3.44 -2.82
C -1.47 5.09 -2.11
C 1.78 -2.53 3.42
C 0.56 4.19 -3.00
C -0.30 -2.99 2.31
C 0.53 -1.75 -0.60
C 0.49 -0.77 0.52
C -0.99 0.81 1.65
C -0.29 -2.11 4.55
C 1.10 -2.11 4.54
C -0.09 -1.40 -1.80
C -0.44 5.15 -3.03
C -0.99 -2.55 3.45
C -1.42 1.98 0.77
C 1.61 2.12 -2.03
C -0.51 3.12 -1.14
C 1.24 -3.81 -1.63
C 0.54 3.17 -2.07
C -1.08 -3.45 1.22
C 1.19 -2.98 -0.52
C -1.51 4.08 -1.17
H 2.86 -2.52 3.39
H -0.41 5.94 -3.76
H -1.75 0.61 2.41
H -0.51 -1.94 -3.82
H 0.68 -4.10 -3.67
H 1.76 -4.76 -1.55
H 2.51 2.47 -2.53
H -1.46 2.90 1.37
H -1.53 -0.68 0.26
H 1.85 1.85 -1.01
H -2.26 5.83 -2.13
H -2.33 4.05 -0.46
H 1.37 4.24 -3.71
H -0.59 -0.45 -1.87
H 1.27 1.22 -2.54
H -0.04 1.03 2.13
H -2.42 1.80 0.35
H -0.83 -1.77 5.42
H 1.65 -1.77 5.40
H -2.07 -2.57 3.44
*
```

Atomic partial charges in e from the Löwdin method, atoms 1 to 8: S 1.07; O -0.06; O 0.08; N 0.08; N 0.21; C -0.47; C -0.07; C -0.07

Quick ranking, most stable first: one, two.

one.
A molecular structure, C4H9N2S. Source: the Open Molecules 2025 dataset; level of theory: ωB97M-V/def2-TZVPD.

E_LUMO ... -3.976 eV
Orbital gap ... 9.11 eV

The geometry in ORCA input format:
```
! RIJCOSX wB97M-V def2-TZVPD def2/J DEFGRID3
* xyz 1 1
S 0.60 0.46 -1.47
N 1.08 2.73 0.07
N 0.40 0.48 0.82
C 0.13 -0.56 -0.16
C -2.09 -0.74 -0.50
C 0.80 -1.87 0.13
C 0.74 1.41 -0.07
H 0.36 -2.39 1.00
H 0.29 0.64 1.87
H -2.59 0.21 -0.34
H 0.64 3.40 -0.58
H 1.00 2.94 1.09
H -2.11 -1.66 0.08
H -2.03 -0.90 -1.59
H 0.98 -2.60 -0.74
H 1.80 -1.54 0.37
*
```

Atomic partial charges in e from the Löwdin method, atoms 1 to 8: S 1.13; N 0.15; N 0.05; C -0.65; C 0.13; C -0.08; C -0.63; H 0.10

two.
A gas-phase ion, C4H9N2S (charge +1). Source: the Open Molecules 2025 dataset; level of theory: ωB97M-V/def2-TZVPD.

E_LUMO ... -3.606 eV
Orbital gap ... 9.54 eV

The geometry in ORCA input format:
```
! RIJCOSX wB97M-V def2-TZVPD def2/J DEFGRID3
* xyz 1 1
S 1.96 -0.43 0.61
N -1.89 0.67 0.67
N 0.17 1.39 -0.23
C 1.60 1.12 -0.30
C 0.03 -1.80 -0.47
C -0.63 0.52 0.31
C 0.14 -0.83 0.68
H -0.09 2.23 -0.74
H -2.36 -0.20 0.77
H 2.03 2.04 0.07
H -0.86 -2.46 -0.36
H -0.29 -1.26 1.57
H 0.92 -2.45 -0.48
H -2.39 1.55 0.63
H 1.78 1.19 -1.40
H -0.12 -1.30 -1.34
*
```

Atomic partial charges in e from the Löwdin method, atoms 1 to 8: S 0.98; N 0.24; N 0.05; C -0.40; C -0.14; C -0.30; C -0.46; H 0.18

Quick ranking, most stable first: two, one.

one.
A molecular structure, H28HeO14. Source: the Open Molecules 2025 dataset; level of theory: ωB97M-V/def2-TZVPD.

E_LUMO ... -0.568 eV
Orbital gap ... 9.32 eV

The geometry in ORCA input format:
```
! RIJCOSX wB97M-V def2-TZVPD def2/J DEFGRID3
* xyz 0 1
O -4.02 -11.39 0.56
O -3.38 -7.97 3.01
O -4.84 -5.33 2.52
O -4.92 -7.94 -5.38
O -5.63 -6.79 -2.86
O -7.17 -9.56 0.68
O -1.34 -10.02 0.01
O -5.69 -5.23 -0.51
O -5.38 -11.29 -1.99
O -0.92 -5.73 0.97
O -2.99 -4.31 -1.01
O -2.06 -6.11 -3.15
O -2.53 -9.01 -2.51
O -7.17 -9.28 -2.25
He -4.58 -8.08 -0.61
H -3.75 -8.85 3.11
H -4.72 -11.56 1.19
H -5.35 -6.48 -2.00
H -6.19 -6.10 -3.20
H -7.92 -9.17 1.13
H -5.10 -11.24 -1.08
H -2.20 -10.36 0.26
H -5.78 -5.04 0.42
H -6.68 -8.49 -2.50
H -2.51 -5.57 -2.50
H -0.14 -6.28 0.85
H -7.34 -9.37 -0.25
H -6.52 -9.99 -2.30
H -6.58 -5.22 -0.85
H -4.88 -7.51 -4.53
H -3.84 -4.35 -0.57
H -4.43 -6.17 2.32
H -4.00 -8.12 -5.60
H -4.12 -4.71 2.54
H -3.13 -9.68 -2.84
H -2.45 -8.08 3.16
H -2.45 -6.98 -3.05
H -2.35 -4.45 -0.32
H -2.38 -9.25 -1.60
H -3.57 -12.23 0.47
H -5.63 -12.21 -2.12
H -1.64 -6.36 0.99
H -0.90 -9.85 0.84
*
```

Atomic partial charges in e from the Löwdin method, atoms 1 to 8: O -0.03; O -0.03; O -0.04; O -0.06; O -0.06; O -0.08; O -0.04; O -0.06

two.
A molecular structure, H28HeO14. Source: the Open Molecules 2025 dataset; level of theory: ωB97M-V/def2-TZVPD.

E_LUMO ... -0.438 eV
Orbital gap ... 8.97 eV

The geometry in ORCA input format:
```
! RIJCOSX wB97M-V def2-TZVPD def2/J DEFGRID3
* xyz 0 1
O -11.00 -3.54 -7.50
O -15.77 -5.46 -12.49
O -17.58 -1.87 -7.96
O -14.17 -6.81 -10.77
O -16.31 -1.28 -5.54
O -19.24 -3.95 -8.08
O -13.79 -4.81 -4.85
O -16.32 -3.11 -10.44
O -13.80 -0.20 -8.68
O -13.15 -2.20 -6.49
O -12.34 -6.53 -6.35
O -16.04 -7.98 -7.70
O -14.28 -1.50 -10.95
O -16.51 -5.86 -5.82
He -14.83 -4.18 -8.40
H -16.16 -7.29 -7.05
H -11.76 -2.97 -7.39
H -13.81 -4.93 -3.90
H -14.05 -0.99 -10.17
H -10.55 -3.52 -6.66
H -16.60 -0.43 -5.21
H -18.85 -4.64 -8.60
H -15.35 -5.92 -11.77
H -13.21 -5.51 -5.16
H -13.01 0.29 -8.91
H -17.80 -0.96 -8.15
H -15.09 -4.86 -12.82
H -11.96 -6.37 -7.22
H -14.01 -7.76 -10.80
H -16.97 -2.84 -9.79
H -11.60 -6.42 -5.75
H -13.51 -0.83 -8.02
H -16.83 -3.55 -11.12
H -14.24 -6.61 -9.84
H -17.17 -5.31 -5.39
H -16.40 -8.77 -7.29
H -14.94 -2.12 -10.64
H -12.57 -1.80 -5.84
H -17.15 -1.84 -7.10
H -15.57 -1.07 -6.12
H -18.52 -3.34 -7.91
H -13.51 -2.97 -6.05
H -15.68 -5.42 -5.64
*
```

Atomic partial charges in e from the Löwdin method, atoms 1 to 8: O -0.05; O -0.07; O -0.04; O -0.03; O -0.03; O -0.07; O -0.04; O -0.07

Quick ranking, most stable first: one, two.

one.
A molecular structure, C7H8N. Source: the Open Molecules 2025 dataset; level of theory: ωB97M-V/def2-TZVPD.

E_LUMO ... -3.380 eV
Orbital gap ... 10.78 eV

The geometry in ORCA input format:
```
! RIJCOSX wB97M-V def2-TZVPD def2/J DEFGRID3
* xyz 1 1
N -2.22 -0.77 0.90
C 1.52 0.00 -0.88
C 0.39 -0.51 0.14
C 1.29 0.47 0.62
C 1.32 1.90 0.08
C 1.35 1.49 -1.16
C 1.49 -1.43 -0.21
C 2.43 -0.43 0.25
H 1.25 2.02 -2.04
H -1.84 -1.12 1.84
H 1.54 -2.24 -0.88
H 1.13 2.75 0.64
H -0.69 -0.61 0.17
H -3.04 -1.44 0.84
H -2.44 0.23 0.89
H 3.59 -0.29 0.33
*
```

Atomic partial charges in e from the Löwdin method, atoms 1 to 8: N -0.02; C -0.08; C 0.03; C -0.09; C 0.08; C 0.08; C 0.11; C 0.03

two.
2 unconnected molecules or ions with the total composition C7H8N. Source: the Open Molecules 2025 dataset; level of theory: ωB97M-V/def2-TZVPD.

E_LUMO (spin up / spin down) ... -5.981 / -5.981 eV
Orbital gap (spin up / spin down) ... 7.92 / 7.92 eV

The geometry in ORCA input format:
```
! RIJCOSX wB97M-V def2-TZVPD def2/J DEFGRID3
* xyz 1 1
N 1.29 -1.77 1.22
C 3.69 0.62 -0.18
C 0.22 -1.30 0.57
C -1.61 -0.31 -0.47
C -1.09 -1.31 0.27
C 1.56 -0.77 0.32
C 4.25 -0.21 -0.95
C -3.00 -0.04 -0.83
H -3.37 -0.07 -1.84
H -0.92 0.18 -1.00
H 4.11 -1.26 -1.28
H 5.21 0.14 -1.34
H 3.67 1.63 0.30
H -1.69 -2.15 0.70
H -3.66 -0.74 -0.24
H -3.29 0.96 -0.52
*
```

Atomic partial charges in e from the Löwdin method, atoms 1 to 8: N 0.19; C 0.21; C -0.25; C -0.05; C -0.06; C 0.12; C -0.01; C -0.04

Quick ranking, most stable first: one, two.

one.
A molecular structure, C35H45FGeN5O3V. Source: the Open Molecules 2025 dataset; level of theory: ωB97M-V/def2-TZVPD.

E_LUMO (spin up / spin down) ... -0.007 / -0.058 eV
Orbital gap (spin up / spin down) ... 7.08 / 7.59 eV

The geometry in ORCA input format:
```
! RIJCOSX wB97M-V def2-TZVPD def2/J DEFGRID3
* xyz 0 3
Ge -2.79 -1.95 -1.59
V -1.04 -0.03 0.86
F 4.96 -0.92 -2.30
O -2.17 1.02 -0.60
O -2.34 3.06 -1.46
O 0.58 0.37 -0.39
N -1.23 2.09 1.74
N -3.08 -0.08 1.84
N -1.99 -0.74 4.55
N 0.87 2.34 -3.95
N 0.12 -0.69 2.12
C 4.43 -2.45 1.42
C -2.18 -0.98 -3.19
C -1.76 1.99 -1.30
C 3.97 -3.46 0.58
C 1.16 -1.05 2.74
C 1.91 1.52 -3.54
C -1.50 -1.87 -0.13
C 1.26 1.13 5.82
C 1.80 2.43 -6.20
C 3.06 1.37 -4.34
C 1.47 -0.57 4.12
C 3.95 -0.12 -2.68
C 0.61 0.97 -1.49
C 1.57 4.54 -4.78
C 2.14 -1.38 5.03
C 1.70 -2.95 1.21
C 1.93 0.31 6.73
C 4.07 0.54 -3.90
C 2.84 0.00 -1.89
C -4.56 -1.25 -1.08
C -3.08 -3.82 -2.16
C -3.36 -1.05 4.19
C 3.18 2.08 -5.67
C 1.81 0.84 -2.32
C -2.26 2.03 2.80
C -3.46 1.29 2.24
C 0.99 3.18 -5.15
C 1.03 0.68 4.53
C -0.43 1.79 -2.01
C -0.23 2.46 -3.18
C 3.52 -1.71 2.17
C 2.61 -3.71 0.48
C -3.57 -1.18 2.69
C 2.16 -1.94 2.06
C 2.37 -0.94 6.33
H -4.28 1.28 2.97
H -2.15 -4.26 -2.53
H 0.92 2.11 6.13
H -1.79 -0.96 5.51
H -1.10 -1.09 -3.34
H -1.86 1.45 3.64
H 2.25 -4.49 -0.18
H -5.30 -1.45 -1.87
H 2.49 -2.36 4.73
H -1.00 3.13 -3.54
H 0.91 5.06 -4.09
H -1.82 -2.62 0.61
H -4.93 -1.72 -0.17
H 1.87 3.05 -7.10
H -4.52 -0.17 -0.94
H -3.48 -0.25 0.92
H 2.75 -0.53 -0.95
H -2.54 3.02 3.15
H -0.38 2.52 2.09
H 1.68 5.16 -5.68
H -3.73 -1.99 4.62
H -2.41 0.08 -3.11
H 5.49 -2.25 1.50
H 2.88 -1.59 7.03
H -1.58 2.69 1.00
H 1.26 1.52 -6.48
H 2.11 0.65 7.74
H -2.68 -1.37 -4.08
H -0.56 -2.25 -0.53
H 3.78 2.99 -5.55
H -3.82 1.81 1.35
H -3.09 -2.09 2.33
H -0.03 3.31 -5.52
H -3.82 -3.88 -2.96
H 0.49 1.30 3.82
H -4.01 -0.26 4.59
H -3.43 -4.43 -1.32
H 3.71 1.45 -6.37
H -4.65 -1.31 2.53
H 4.96 0.38 -4.49
H 0.64 -3.11 1.11
H 2.54 4.44 -4.31
H 3.88 -0.92 2.82
H 4.67 -4.04 0.00
H -1.32 -1.22 3.95
*
```

Atomic partial charges in e from the Löwdin method, atoms 1 to 8: Ge 0.75; V 0.82; F 0.07; O -0.15; O 0.04; O -0.05; N -0.01; N -0.10

two.
A molecular structure, C35H45FGeN5O3V. Source: the Open Molecules 2025 dataset; level of theory: ωB97M-V/def2-TZVPD.

E_LUMO (spin up / spin down) ... -0.106 / -0.124 eV
Orbital gap (spin up / spin down) ... 6.92 / 7.43 eV

The geometry in ORCA input format:
```
! RIJCOSX wB97M-V def2-TZVPD def2/J DEFGRID3
* xyz 0 3
Ge 2.81 -0.67 1.16
V 0.22 1.15 -0.31
F -1.52 -0.81 6.18
O -0.86 0.17 1.35
O -0.52 -0.45 -1.31
O -2.29 -1.54 -2.12
N -1.18 2.27 -2.08
N -3.08 -3.24 1.52
N 1.50 1.54 -1.54
N -0.42 2.86 0.94
N -2.96 1.63 -0.08
C -1.71 3.56 0.93
C -1.92 -1.47 2.65
C -3.94 -4.41 4.02
C 1.78 0.97 1.16
C -2.68 -2.53 5.10
C 4.38 0.78 -3.57
C 3.04 0.71 -3.18
C -2.71 -2.71 0.34
C -1.58 -1.17 -1.20
C -1.51 -0.89 1.37
C 3.34 5.07 -4.11
C -2.93 2.64 0.96
C -3.50 1.99 -1.38
C 2.90 -1.49 -4.15
C 2.38 1.80 -2.39
C 1.63 -2.23 0.95
C 2.75 4.13 -1.57
C 4.97 -0.28 -4.24
C -1.94 -1.59 0.20
C -3.09 -3.17 3.95
C 2.77 3.24 -2.64
C -2.70 -2.63 2.71
C -4.72 -4.60 2.72
C 4.15 -0.72 -0.27
C -2.52 2.83 -2.18
C 3.76 -0.92 2.86
C 3.07 3.72 -3.91
C -1.51 -0.84 3.83
C 3.32 5.95 -3.03
C 4.23 -1.42 -4.53
C -2.78 -5.68 1.47
C -3.79 -4.54 1.52
C 2.31 -0.44 -3.47
C 3.03 5.47 -1.76
C -1.89 -1.39 5.02
H 1.02 -2.13 0.06
H 4.54 0.28 -0.47
H -2.95 2.13 1.92
H -3.29 -6.64 1.50
H -4.39 -4.55 0.61
H -3.42 0.79 0.26
H -3.04 -3.22 -0.55
H -2.90 2.91 -3.20
H 0.98 -2.33 1.82
H 3.05 -0.98 3.69
H -0.29 2.34 1.81
H -3.82 3.30 0.93
H -4.46 2.52 -1.32
H 3.73 -1.11 -1.20
H 3.09 3.04 -4.75
H 4.35 -1.84 2.86
H -2.08 -5.63 2.32
H 4.44 -0.08 3.05
H -3.67 1.05 -1.91
H 2.22 -3.15 0.86
H -3.30 -5.28 4.20
H -5.47 -3.81 2.63
H -0.89 0.04 3.78
H -2.49 3.85 -1.78
H -1.14 1.33 -2.47
H 4.96 1.66 -3.33
H 2.49 1.81 1.05
H -2.96 -2.91 6.07
H 0.33 3.54 0.91
H 2.53 3.74 -0.58
H 4.70 -2.25 -5.05
H -2.18 -5.63 0.56
H 3.54 7.00 -3.19
H 3.56 5.43 -5.10
H -5.24 -5.55 2.72
H 3.04 6.15 -0.92
H 1.35 1.06 2.17
H -1.73 4.20 0.05
H 2.32 -2.38 -4.37
H 6.02 -0.22 -4.52
H -4.61 -4.35 4.87
H -0.50 2.84 -2.57
H 4.98 -1.36 0.03
H 1.27 -0.50 -3.15
H -1.80 4.22 1.80
*
```

Atomic partial charges in e from the Löwdin method, atoms 1 to 8: Ge 0.73; V 0.83; F 0.07; O -0.08; O -0.14; O 0.04; N 0.00; N 0.02

Quick ranking, most stable first: one, two.

one.
C3H3NS in the gas phase. Source: the Open Molecules 2025 dataset; level of theory: ωB97M-V/def2-TZVPD.

E_LUMO (spin up / spin down) ... 0.938 / -2.714 eV
Orbital gap (spin up / spin down) ... 7.33 / 6.82 eV

The geometry in ORCA input format:
```
! RIJCOSX wB97M-V def2-TZVPD def2/J DEFGRID3
* xyz 0 3
S -2.19 -0.37 -0.09
N 0.24 -1.53 0.03
C 0.11 0.94 -0.07
C -0.56 -0.28 -0.04
C 0.55 2.06 -0.11
H -0.27 -2.38 0.18
H 1.22 -1.48 0.24
H 0.91 3.04 -0.14
*
```

Population analysis type Löwdin, resulting atomic charges in e: S 0.82; N 0.03; C -0.23; C -0.88; C 0.12; H 0.05; H 0.07; H 0.01

two.
2 unconnected molecules or ions with the total composition C3H3NS. Source: the Open Molecules 2025 dataset; level of theory: ωB97M-V/def2-TZVPD.

E_LUMO (spin up / spin down) ... 0.818 / -2.733 eV
Orbital gap (spin up / spin down) ... 7.61 / 7.69 eV

The geometry in ORCA input format:
```
! RIJCOSX wB97M-V def2-TZVPD def2/J DEFGRID3
* xyz 0 3
S -2.83 -0.58 -0.21
N 1.80 -1.21 1.38
C -0.46 1.10 -0.22
C 1.60 -1.35 0.28
C -1.47 0.31 -0.23
H 0.47 1.16 -0.70
H -0.52 2.04 0.43
H 1.43 -1.45 -0.73
*
```

Population analysis type Löwdin, resulting atomic charges in e: S 0.67; N 0.08; C -0.10; C -0.10; C -0.70; H 0.03; H 0.09; H 0.04

Quick ranking, most stable first: one, two.